Molecular formula: C8H12N5O
Method: DFT, the ωB97M-V functional and the def2-TZVPD basis

Last column: natural (NBO) charge in e.
Geometry (Å):
O -3.56939 -2.30839 0.27154  -0.53
N -3.33122 0.28957 0.52309  -0.84
N -2.40444 -1.66741 -0.07409  -0.30
N 0.47565 -0.67563 -1.58243  -0.53
N 0.42933 1.23875 -0.51175  -0.34
N 2.45174 -1.66272 -0.65793  -0.55
C 3.48882 -1.34495 0.06930  0.18
C 1.56686 0.57938 -0.06608  0.26
C -0.24977 2.12480 0.30505  -0.42
C 1.60600 -0.64689 -0.71893  0.42
C -2.29164 -0.36834 0.00800  0.15
C -0.14595 0.43338 -1.44108  0.28
C 3.64639 -0.16809 0.81397  -0.14
C 2.64812 0.76575 0.80946  -0.39
H -0.87741 1.65594 1.07446  0.23
H -3.28881 1.35471 0.53174  0.42
H -1.01268 2.77638 -0.27395  0.23
H 0.15454 -1.49349 -2.20891  0.47
H 2.58397 1.66896 1.36656  0.23
H -3.87434 -1.70863 1.07006  0.46
H -4.30462 -0.07414 0.43934  0.39
H 4.24434 -2.00918 0.20320  0.20
H 0.39163 2.78290 0.82658  0.24
H -1.66977 -2.33412 -0.26526  0.40
H 4.43353 0.03198 1.39488  0.23
H -1.10086 0.75949 -1.90682  0.27

Output
**Spin multiplicity**: 3
**Highest occupied orbital energy (spin up / spin down)**: -8.6212 / -12.4888 eV
**Relative energy (zero: lowest compared OMol25 entry of this formula, charge and spin)**: 51.39 kJ/mol
**Largest force on an atom**: 6.06 eV Å⁻¹
**Energy**: -17974.6638 eV
**Net charge**: +1
**Kohn-Sham gap (spin up / spin down)**: 5.7 / 5.2 eV

=====

Molecular formula: C20H46O3P4STc
Method: DFT, the ωB97M-V functional and the def2-TZVPD basis

Last column: Mulliken charge in e.
Geometry (Å):
Tc 0.09220 0.24982 0.36370  -0.17
S 1.03212 -1.59477 -1.38210  -0.01
P -2.31122 -0.29517 -0.04103  0.92
P 2.22692 1.26684 0.18762  1.00
P -0.70718 2.12610 1.47579  0.75
P 0.20348 -1.05770 2.21590  1.08
O -0.60853 -0.47394 3.54939  -0.32
O -0.59304 -2.48274 1.99349  -0.18
O 1.64677 -1.47803 2.77019  -0.21
C -2.21076 1.97102 2.52366  -1.21
C 1.90234 -2.62586 -4.79076  -0.31
C 2.24656 3.03561 -0.30863  -1.45
C -1.19052 -0.13618 -4.98410  -0.60
C 0.40202 -1.01401 -2.87935  1.47
C 3.46401 0.58311 -0.96905  -1.30
C 1.66821 -1.67868 -5.71056  -0.31
C -0.62546 -1.17620 4.82741  -0.97
C 0.04535 -3.72323 1.61448  -0.76
C -0.35523 0.76898 -4.32570  -0.92
C 0.54074 0.30322 -3.36154  -0.44
C -1.10648 3.55404 0.41862  -1.15
C -0.41613 -1.90151 -3.59020  -1.35
C 2.32091 -1.20914 4.04534  -0.82
C -3.29245 1.07489 -0.74233  -1.14
C -3.21975 -0.86876 1.45189  -1.37
C 3.20077 1.30396 1.74764  -1.18
C -1.32629 -1.44993 -4.51197  -0.93
C 0.37213 2.82564 2.78517  -1.34
C -2.70319 -1.70506 -1.11999  -1.12
H 0.64447 2.02402 3.48943  0.27
H -3.58423 1.80628 0.01975  0.37
H -0.20413 3.89333 -0.10530  0.39
H -0.41563 -2.26505 4.71415  0.38
H -3.10769 1.79053 1.91806  0.39
H 1.92061 -1.86637 4.83444  0.42
H 4.34794 1.23766 -0.93718  0.62
H 0.53815 -4.14115 2.49898  0.30
H 3.06297 0.55562 -1.98905  0.33
H 0.08101 -0.67170 5.51819  0.36
H -4.19057 0.62773 -1.19081  0.51
H -1.65782 -1.08762 5.17633  0.30
H 2.66162 1.84514 2.52917  0.32
H 3.26680 3.25554 -0.65068  0.56
H -0.62798 -0.29041 -1.09375  -0.07
H 1.54428 3.19393 -1.13844  0.41
H 0.70154 -1.61307 -6.24256  0.33
H -0.29864 -2.96499 -3.45091  0.81
H -0.74840 -4.41895 1.30223  0.30
H -2.47803 -1.44359 -2.16487  0.30
H -2.08831 -2.57344 -0.83502  0.26
H 0.77536 -3.58375 0.80311  0.35
H -2.34726 2.90156 3.08852  0.69
H -1.88961 3.27668 -0.29941  0.34
H 1.99604 3.69318 0.53295  0.40
H 3.39361 0.27857 2.08671  0.22
H -3.78073 -1.93620 -1.01371  0.64
H 3.37341 -1.47568 3.86608  0.30
H -0.35763 1.80972 -4.64416  0.60
H -2.70510 1.58121 -1.51978  0.33
H -1.47296 4.35365 1.07836  0.45
H -3.22661 -0.12286 2.24592  0.36
H -2.02958 1.15711 3.24091  0.14
H -1.73165 0.16554 -5.88358  0.55
H 3.73657 -0.43551 -0.66421  0.39
H 1.25937 3.31056 2.36285  0.35
H 4.14735 1.82178 1.54680  0.56
H 2.85460 -2.78854 -4.25292  0.34
H -2.03580 -2.16934 -4.91970  0.52
H 2.23423 -0.14508 4.35346  0.37
H -4.25640 -1.07751 1.16105  0.58
H 1.13711 -3.41521 -4.71154  0.32
H 1.37828 0.89411 -3.00428  0.40
H -2.73221 -1.76799 1.84433  0.30
H 2.43289 -0.98829 -6.07857  0.33
H -0.21954 3.57647 3.32570  0.65

Output
**Spin multiplicity**: 4
**Highest occupied orbital energy (spin up / spin down)**: -20.3391 / -20.0751 eV
**Largest force on an atom**: 6.87 eV Å⁻¹
**Energy**: -77774.2545 eV
**Net charge**: +4
**Kohn-Sham gap (spin up / spin down)**: 5.8 / 4.7 eV

=====

Molecular formula: C40H37N8NaOP2S5
Method: DFT, the ωB97M-V functional and the def2-TZVPD basis

Last column: Mulliken charge in e.
Geometry (Å):
S -3.80312 -1.01829 -1.38389  -0.29
S 0.85438 2.79475 2.67089  -0.08
S -3.91864 1.46110 0.34514  -0.30
S 3.97960 -5.39985 0.32514  -0.18
S -0.99928 5.73751 2.38093  -0.53
P 0.38189 -0.27743 -1.34862  -0.04
P 0.86163 0.17709 1.29818  -0.68
Na -1.15270 1.94880 -0.19942  1.08
O -5.57746 -0.58439 0.39862  -0.28
N -2.01811 1.94572 -3.37242  0.33
N -2.47494 5.33429 5.72192  -0.62
N -0.35618 2.15267 6.06635  -0.64
N -3.55471 2.23252 -5.68437  -0.71
N -3.57416 5.09200 -2.55465  -0.79
N -3.34410 5.64795 -1.34645  0.16
N 1.04153 -1.04307 0.04796  0.73
N -2.10609 3.88124 -1.35350  0.06
C 3.13075 0.44348 -1.50206  -0.27
C 2.27004 -0.32355 2.35054  0.83
C 0.41926 -1.59814 -2.62432  0.39
C 3.47765 0.34351 2.14856  -0.35
C -2.80262 4.02409 -2.50721  0.05
C -2.82008 1.14882 -5.45601  -0.41
C -0.23012 3.49218 3.84883  0.42
C 1.58844 1.86158 -2.67437  -0.76
C -2.77441 3.01497 -3.57664  0.43
C 3.37540 -1.78215 3.92606  -0.79
C 1.00283 -2.48445 0.27012  -1.34
C 4.62521 -0.06000 2.81343  -0.76
C -0.76914 -2.30945 -2.80477  0.17
C -1.62291 -1.11906 1.52594  0.33
C -2.95238 -1.18324 3.52776  -0.61
C 2.22728 -1.38304 3.25171  -0.09
C -6.24783 0.10257 1.45673  -0.70
C 2.35219 -4.61734 0.25416  -1.00
C 1.82406 0.73713 -1.89023  0.84
C 3.94020 2.36789 -2.69698  -0.71
C 2.37600 -3.11123 0.05207  0.35
C -1.94782 -0.50765 4.21137  -1.16
C -0.97446 4.63772 3.72042  0.17
C 1.46053 -2.97813 -4.31122  -0.64
C 0.27545 -3.68492 -4.47738  -0.65
C -0.60720 -0.44639 2.20188  1.23
C -2.05423 1.00701 -4.30983  -0.09
C -3.53412 3.16115 -4.73816  -0.41
C 1.53310 -1.94332 -3.38953  -0.63
C -0.78475 -0.14063 3.55335  -1.09
C -4.45007 -0.05853 -0.15113  0.06
C 4.18290 1.25140 -1.90538  -0.76
C 4.57758 -1.12790 3.70261  -0.57
C -1.79927 5.01151 4.84280  0.05
C 2.64241 2.67222 -3.07937  -0.52
C -2.79203 -1.48327 2.18377  -0.91
C 4.56228 -4.73857 1.89351  -0.67
C -0.32171 2.75298 5.07824  -0.19
C -2.47820 4.92100 -0.63246  0.27
C -0.84008 -3.34910 -3.72330  -0.65
H 2.46049 -1.39612 -3.27404  0.41
H 0.22248 -4.49295 -5.19820  0.35
H -2.83512 0.36220 -6.20161  0.40
H 2.44284 3.55705 -3.67265  0.42
H -4.13474 4.05105 -4.88256  0.49
H 4.75874 3.01317 -2.99404  0.35
H 2.72893 -2.87632 -0.95468  0.01
H -0.01760 0.40988 4.07825  0.91
H 1.82684 -5.10683 -0.56953  0.41
H 3.32511 -2.60293 4.63280  0.43
H 1.28860 -1.88693 3.44335  0.32
H -6.61413 1.07391 1.12576  0.29
H -5.58177 0.25837 2.30531  0.30
H 3.88633 -5.00685 2.70723  0.23
H 5.53704 -5.18364 2.09464  0.39
H -2.13554 5.14784 0.38314  -0.29
H -2.06599 -0.23222 5.25279  0.47
H 5.55354 0.47627 2.65274  0.43
H -1.45921 0.11631 -4.14720  0.11
H 5.19258 1.02158 -1.58465  0.43
H 0.67033 -2.67429 1.29416  0.76
H 1.80495 -4.87279 1.16711  0.36
H 4.67510 -3.65509 1.87260  0.12
H 2.33268 -3.23442 -4.90158  0.39
H -1.77202 -3.88755 -3.84954  0.49
H 5.47209 -1.43386 4.23307  0.38
H 0.25678 -2.97387 -0.36692  0.55
H -7.07975 -0.54733 1.72972  0.25
H -3.82255 6.48068 -1.06538  0.19
H -1.64796 -2.02941 -2.23057  -0.20
H 3.30420 -0.40654 -0.85134  0.44
H 3.07519 -2.63950 0.74873  -0.22
H 0.57338 2.12265 -2.95491  0.34
H -3.87037 -1.45500 4.03789  0.40
H -1.55755 -1.33160 0.46410  -0.21
H -3.58068 -1.96808 1.61755  0.58
H 3.50710 1.19936 1.48314  0.44

Output
**Highest occupied orbital energy**: -0.9715 eV
**Relative energy (zero: lowest compared OMol25 entry of this formula, charge and spin)**: 64.32 kJ/mol
**Largest force on an atom**: 0.56 eV Å⁻¹
**Energy**: -133222.7869 eV
**Net charge**: -2
**Kohn-Sham gap**: 4.4 eV

=====

Molecular formula: C69H92Cl2N4O3SiW
Method: DFT, the ωB97M-V functional and the def2-TZVPD basis

Last column: Mulliken charge in e.
Geometry (Å):
W -0.53980 0.53316 0.46853  -0.04
Cl 1.47233 3.59529 3.75427  -0.27
Cl -0.53460 2.58288 -1.08142  0.31
Si -2.66443 1.57808 1.19330  1.28
O -1.69609 -0.26059 -1.24365  1.23
O 3.02293 1.17632 -0.84578  -0.21
O -0.65097 -0.80570 1.94332  0.30
N 0.99274 -1.23051 -1.93813  2.65
N 0.00610 -3.10930 0.04134  1.09
N 0.18414 1.90535 1.53124  0.20
N 2.42900 -1.77247 0.52681  1.63
C 5.39029 1.43737 -1.18582  -0.44
C -2.98703 0.94064 -4.39429  -0.44
C -6.30852 0.28421 2.86701  -0.69
C -3.63078 2.93143 -1.24460  0.65
C 0.11231 -3.52382 -1.33820  -1.91
C 9.39389 0.35883 -0.13032  -2.17
C -1.85071 -2.86019 4.69083  -0.27
C -1.40533 -3.06292 0.48132  -1.06
C -0.77250 -0.58182 4.88992  2.62
C -5.25102 1.06567 2.42568  -1.11
C 0.22785 6.01923 0.82437  -0.74
C 8.51991 -1.96898 -0.09679  -1.69
C 5.38612 2.64741 -2.13973  2.57
C -4.19543 -5.70205 4.00399  -1.76
C -3.32720 2.99178 -6.40991  -2.00
C -4.19435 -0.86582 1.52327  0.62
C -0.63654 1.11134 -4.42485  -0.80
C 0.17237 -2.36823 -2.34629  -0.62
C 2.42760 -1.61296 -1.94167  -1.57
C -4.44967 5.22816 0.04681  -0.86
C -0.55250 0.35679 -3.26930  0.44
C -0.21425 5.12048 -0.14168  -0.80
C -5.23013 -0.75656 -3.92954  -2.41
C 3.99940 3.06468 -2.62895  -2.12
C 0.76706 5.52720 2.01146  -0.45
C 0.79569 4.17414 2.26020  0.31
C -1.14316 3.81754 -5.57043  -1.55
C -0.15516 3.77652 0.11819  0.39
C -1.85578 1.52721 -4.94800  -0.40
C -3.86986 -1.95700 -2.26178  -1.25
C 0.84686 -0.13349 -2.90685  -2.11
C -1.22583 2.03543 -7.33194  -1.87
C -4.23137 -0.55780 -2.77997  2.85
C -3.44909 -4.77078 6.17517  -2.04
C -0.88438 -0.81198 6.40152  -2.63
C -3.92140 4.16317 0.76437  -0.49
C -2.19867 -3.99366 2.64803  -0.42
C 2.05148 -2.79690 1.48355  -0.80
C -2.35737 -3.97477 4.02871  -0.73
C -1.26060 -1.77351 4.06220  -0.05
C -1.94050 -6.28335 4.89723  -1.71
C -4.57453 5.14463 -1.33264  -0.85
C -3.50078 2.98469 0.14546  0.26
C -2.97904 -5.15594 4.76709  2.02
C 8.43737 -0.54632 1.96110  -1.74
C -1.61877 -2.94309 1.96578  0.99
C 3.35425 -0.79818 1.19095  -0.23
C 0.95231 -3.74757 0.94829  -1.62
C -4.16885 0.51059 1.74361  1.08
C 4.21943 0.85241 -0.57648  0.35
C 6.88886 -0.07019 0.05246  -0.81
C -1.73443 0.07538 -2.51635  0.65
C -4.15681 3.98691 -1.97461  -0.77
C -1.60524 0.65010 4.51449  -1.12
C 6.22771 2.36164 -3.39727  -1.90
C 0.29114 3.20215 1.35576  -0.41
C -4.92261 0.23137 -1.66254  -1.65
C -1.89838 2.56931 -6.05872  2.24
C -1.15713 -1.77989 2.63918  0.13
C -2.95909 0.15937 -3.24377  -0.88
C 0.69891 -0.26326 4.58412  -1.43
C 8.28980 -0.54337 0.43021  2.29
C -6.30894 -1.08601 2.63705  -0.94
C 5.97993 3.85155 -1.38692  -1.75
C -5.24181 -1.66196 1.96251  -0.87
C 5.76000 -0.64262 0.63598  -0.48
C 4.47934 -0.20301 0.36701  -0.52
C 6.65035 0.96287 -0.84141  -0.15
C 2.96271 -2.34197 -0.69012  -2.02
H 4.08393 3.96466 -3.24917  0.54
H 3.83397 -1.29722 2.04835  0.62
H -1.92902 -2.83875 5.76708  0.44
H -1.20587 4.62007 -6.31135  0.46
H -4.67251 -6.50262 4.57611  0.47
H -3.18576 -1.87558 -1.42320  -0.17
H -7.13568 -1.69641 2.98225  0.34
H -1.21125 2.80525 -8.10906  0.49
H 2.70946 -3.39969 -0.75997  0.51
H 7.28154 2.19690 -3.16794  0.30
H -4.02333 -5.58865 6.61749  0.46
H -6.03053 -1.42129 -3.59672  0.51
H 0.99896 -4.14681 -1.47269  0.53
H -5.80408 -0.30308 -1.29663  0.57
H -0.49338 0.06518 6.91989  0.47
H -0.75141 -4.15518 -1.61807  0.62
H -4.24259 0.37621 -0.82675  -0.45
H -2.67664 0.43938 4.55497  0.13
H -3.81118 4.25978 1.83882  0.38
H -4.74412 -1.20911 -4.79645  0.33
H 3.35826 3.28127 -1.78579  0.18
H -4.76725 -2.48228 -1.92362  0.58
H -2.36180 -7.14163 5.43104  0.47
H -0.19850 1.73170 -7.13082  0.29
H 2.92259 -3.42447 1.76676  0.38
H -0.09232 3.59396 -5.38849  0.33
H -3.89178 2.16227 -6.83962  0.34
H -1.61433 -6.61587 3.91059  0.33
H 1.45133 0.68949 -2.51888  -0.05
H -3.85077 3.34958 -5.52262  0.25
H -1.06424 -5.92960 5.44301  0.30
H 9.41863 0.32748 -1.22090  0.34
H 6.16345 3.20872 -4.08670  0.50
H -2.61100 2.44147 2.43604  -0.69
H 5.87732 -1.46112 1.34250  0.32
H 7.50727 1.43738 -1.30352  0.29
H -5.22214 -2.73073 1.78167  0.50
H -3.90429 -6.11354 3.03787  0.35
H -3.29609 2.05734 -1.78435  0.04
H -5.25760 2.13368 2.61660  0.29
H 0.17895 7.08434 0.64441  0.36
H -2.60252 -4.56586 6.83176  0.34
H -1.91695 -3.98119 0.13299  0.57
H -2.51321 -4.85955 2.07502  0.20
H 5.84596 1.47412 -3.90559  0.36
H -3.36761 -1.32418 0.99718  -0.08
H 0.42122 -4.16345 1.80640  0.42
H 0.29045 1.37294 -4.92721  0.60
H -3.94332 1.10218 -4.87077  0.40
H -4.23544 3.90491 -3.05416  0.47
H -0.84046 -2.02226 -2.52674  -0.10
H -3.30191 3.80088 -7.14346  0.46
H 8.47536 -1.97720 -1.18719  0.34
H 9.45529 -0.82580 2.25064  0.47
H 2.62772 -2.24666 -2.82849  0.55
H -0.59577 5.47256 -1.09226  0.46
H -1.86528 -2.20773 -0.02151  -1.22
H 10.36801 0.02583 0.23829  0.47
H 7.74843 -2.64187 0.27915  0.32
H 8.21682 0.44574 2.35703  0.36
H 1.16426 6.21220 2.74958  0.41
H -4.98387 5.97240 -1.90107  0.37
H 7.74593 -1.25216 2.41946  0.33
H -1.34704 0.95344 3.50370  -0.27
H -7.13850 0.74059 3.39648  0.34
H 0.54510 -2.78432 -3.30537  0.35
H 5.35953 4.07723 -0.51768  0.36
H -1.92103 -0.95121 6.71619  0.42
H -1.57005 4.16921 -4.62977  0.22
H 1.43866 -4.59228 0.44494  0.65
H 3.01642 -0.70695 -2.05123  0.35
H 1.34476 -1.11014 4.83324  0.35
H -5.23476 1.21340 -2.02319  0.19
H 6.00465 4.73727 -2.03041  0.48
H 9.24587 1.39229 0.18715  0.39
H 1.29618 -0.45298 -3.86907  0.57
H 3.54010 2.27402 -3.22201  0.32
H -1.38268 1.48343 5.18629  0.52
H -4.92460 -4.90913 3.83119  0.32
H -0.29463 -1.67770 6.71261  0.39
H 1.01987 0.60485 5.16418  0.43
H -5.69153 0.18325 -4.23745  0.40
H -3.39257 -2.54803 -3.04834  0.34
H 1.69752 -2.30360 2.38574  0.26
H -1.76844 1.16813 -7.71302  0.35
H 4.05887 -2.28005 -0.70287  0.80
H -4.08177 -3.88277 6.13848  0.40
H 6.99480 3.64322 -1.04364  0.27
H 2.72835 0.01283 1.56316  -0.32
H -4.76066 6.12745 0.56735  0.39
H 0.81164 -0.01440 3.53284  -0.02
H 9.49788 -2.35014 0.21633  0.45

Output
**Highest occupied orbital energy (spin up / spin down)**: -1.5667 / -1.5510 eV
**Largest force on an atom**: 3.13 eV Å⁻¹
**Energy**: -119899.8026 eV
**Net charge**: -2
**Kohn-Sham gap (spin up / spin down)**: 5.4 / 5.3 eV